# C6H39NO13

A cluster of 13 separate species, C6H39NO13 in total at a distorted geometry (the ωB97M-V functional and the def2-TZVPD basis, the OMol25 dataset).

```
59
Properties=species:S:1:pos:R:3
C -1.29 -0.23 2.36
N -0.57 0.06 1.04
C -1.08 1.19 0.31
C -0.36 1.25 -1.04
C -1.08 2.17 -2.02
O 1.01 1.69 -1.09
C -1.12 2.60 0.99
C -0.48 -1.13 3.26
H -1.52 0.80 2.66
H -2.29 -0.54 2.00
H 0.41 -0.10 1.24
H -2.14 1.17 0.07
H -0.31 0.26 -1.50
H -2.02 1.78 -2.46
H -0.35 2.48 -2.79
H -1.26 3.21 -1.73
H 1.40 1.71 -0.22
H -0.25 3.22 0.93
H -1.34 2.68 2.05
H -1.86 3.18 0.44
H -0.22 -0.57 4.16
H -0.88 -2.12 3.29
H 0.50 -1.24 2.78
H 3.69 -2.20 -2.28
H 3.27 -1.72 -0.74
O 3.62 -1.53 -1.62
H -1.40 -4.32 1.31
H 0.01 -4.49 0.82
O -0.53 -4.62 1.60
H 3.53 0.59 -1.71
H 2.29 1.20 -2.42
O 3.16 0.80 -2.57
H 0.07 5.19 -0.49
H 0.61 4.72 0.90
O 0.19 5.44 0.42
H 1.10 3.21 3.50
H 1.07 2.18 2.39
O 1.26 3.11 2.55
H -3.34 -3.05 -0.94
H -3.42 -2.38 0.36
O -2.83 -2.96 -0.13
H 2.73 -0.05 1.83
H 3.76 0.73 2.72
O 2.83 0.57 2.56
H -4.82 -0.55 -2.11
H -3.31 -0.96 -2.42
O -3.96 -0.77 -1.73
H 2.01 -0.55 -2.95
H 1.57 -2.03 -2.96
O 1.29 -1.16 -3.27
H -0.65 -3.43 -0.40
H -0.69 -1.98 -0.46
O -0.03 -2.70 -0.45
H -0.57 -1.69 -2.73
H -1.16 -0.67 -3.50
O -1.48 -1.46 -3.04
H 1.64 -2.14 0.84
H 3.14 -2.21 1.40
O 2.47 -1.67 0.98
```

Output
Lowest unoccupied orbital energy ... 0.0 eV
Total charge ... 0
Energy relative to the best compared isomer or geometry (same formula, charge and spin) ... 4.333 eV
Highest occupied orbital energy ... -0.32503 Eh
Frontier orbital gap ... 8.8668 eV
E ... -34961.5112 eV